Record 1
{"formula": "C9H21NO4", "method": "ωB97M-V/def2-TZVPD", "elements": ["C", "C", "C", "C", "C", "C", "C", "C", "C", "H", "H", "H", "H", "H", "H", "H", "H", "H", "H", "H", "H", "H", "H", "H", "H", "H", "H", "H", "H", "H", "N", "O", "O", "O", "O"], "positions_angstrom": [[-0.538, 2.384, -3.021], [0.276, 2.046, -1.866], [1.067, 0.780, -1.991], [1.490, 3.007, -1.528], [-1.527, 0.429, 0.894], [0.237, -0.563, 2.362], [-0.773, -1.235, 3.493], [-0.687, -1.866, 0.440], [0.576, -2.549, 0.238], [-0.920, 3.387, -3.242], [-1.277, 1.509, -2.921], [0.202, 2.082, -3.903], [1.161, 0.411, -0.893], [0.390, -0.071, -2.294], [2.203, 0.903, -2.585], [0.775, 3.648, -0.576], [1.803, 3.576, -2.598], [2.099, 2.349, -0.889], [-1.441, 1.405, 1.303], [-2.507, -0.109, 1.120], [0.669, 0.382, 2.592], [1.264, -1.080, 2.246], [-0.517, -0.712, 4.420], [-1.814, -0.916, 3.159], [0.310, -2.819, 3.475], [-1.498, -2.500, 0.870], [-0.818, -1.554, -0.741], [1.074, -1.950, -0.707], [1.233, -2.453, 1.190], [0.318, -3.519, -1.195], [-0.540, -0.565, 1.132], [-0.579, 1.909, -0.718], [-1.499, 0.810, -0.605], [-0.642, -2.605, 3.560], [0.431, -3.952, -0.219]], "de_lowest_kcal_mol": 204.0, "e_lumo_ev": 0.6, "gap_ev": 9.0, "energy_ha": -710.8627, "homo_energy_ev": -8.5}


Record 2
{"formula": "C9H21NP", "method": "ωB97M-V/def2-TZVPD", "elements": ["C", "C", "C", "C", "C", "C", "C", "C", "C", "N", "P", "H", "H", "H", "H", "H", "H", "H", "H", "H", "H", "H", "H", "H", "H", "H", "H", "H", "H", "H", "H", "H"], "positions_angstrom": [[1.281, 1.537, -0.368], [2.087, 0.266, -0.096], [-0.092, 1.089, 0.249], [1.101, -0.921, -0.483], [-0.197, -0.329, -0.087], [-1.218, 1.955, -0.175], [0.862, -1.104, -2.038], [3.507, -1.048, 1.675], [2.407, -0.002, 1.342], [-1.394, -0.900, -0.133], [-5.491, -0.221, 0.280], [1.637, 2.464, 0.167], [1.188, 1.549, -1.378], [2.998, 0.456, -0.741], [0.145, 1.075, 1.326], [1.400, -1.784, 0.019], [-2.012, 2.235, 0.656], [-1.691, 1.434, -0.973], [-0.855, 2.862, -0.706], [1.874, -1.435, -2.444], [0.329, -0.244, -2.448], [0.145, -1.876, -2.254], [3.515, -1.792, 0.857], [3.258, -1.578, 2.578], [4.433, -0.624, 1.765], [2.667, 0.871, 1.985], [1.449, -0.402, 1.794], [-5.836, 0.650, -0.700], [-1.362, -1.947, -0.262], [-2.236, -0.374, 0.048], [-6.620, -0.994, 0.782], [-5.307, -1.290, -0.684]], "de_lowest_kcal_mol": 21.1, "e_lumo_ev": -4.0, "charge": 1, "gap_ev": 8.8, "energy_ha": -751.3062, "homo_energy_ev": -12.7}


Record 3
{"formula": "C9H21NSi", "method": "ωB97M-V/def2-TZVPD", "elements": ["C", "C", "C", "C", "C", "C", "C", "C", "C", "N", "Si", "H", "H", "H", "H", "H", "H", "H", "H", "H", "H", "H", "H", "H", "H", "H", "H", "H", "H", "H", "H", "H"], "positions_angstrom": [[0.849, -0.304, -0.494], [0.450, -1.663, -0.834], [1.964, 1.714, -0.948], [3.349, -0.351, -0.742], [2.109, 0.558, 1.290], [-1.976, -1.272, 1.606], [-2.984, 1.672, 1.067], [-2.837, -0.770, -1.276], [2.043, 0.379, -0.271], [-0.663, 0.894, -0.270], [-2.048, 0.054, 0.266], [-0.427, -1.801, -1.468], [1.282, -2.315, -1.240], [0.098, -1.906, 0.147], [2.072, 1.451, -2.030], [2.559, 2.561, -0.567], [0.962, 2.079, -0.863], [3.225, -0.527, -1.751], [4.238, 0.336, -0.488], [3.537, -1.251, -0.242], [2.393, -0.365, 1.829], [1.321, 1.069, 1.673], [2.874, 1.284, 1.453], [-1.730, -0.982, 2.651], [-3.048, -1.650, 1.447], [-1.257, -2.079, 1.401], [-2.642, 1.964, 2.053], [-2.869, 2.604, 0.452], [-4.117, 1.487, 1.088], [-2.502, -1.822, -1.407], [-3.880, -0.808, -1.453], [-2.347, -0.238, -2.078]], "multiplicity": 3, "de_lowest_kcal_mol": 0.0, "e_lumo_ev": [0.8, -1.0], "gap_ev": [7.8, 8.0], "energy_ha": -699.5452, "homo_energy_ev": [-7.0, -9.0]}


Record 4
{"formula": "C9H21O3P", "method": "ωB97M-V/def2-TZVPD", "elements": ["C", "C", "C", "C", "C", "C", "C", "C", "C", "O", "O", "O", "P", "H", "H", "H", "H", "H", "H", "H", "H", "H", "H", "H", "H", "H", "H", "H", "H", "H", "H", "H", "H", "H"], "positions_angstrom": [[2.970, -2.506, -0.505], [2.141, 2.635, -0.434], [-2.945, 0.670, -0.883], [-2.362, -1.571, -0.082], [-2.193, 0.318, 1.559], [1.517, -2.226, -0.841], [2.297, 1.667, 0.807], [0.973, -0.259, 0.571], [-2.097, -0.106, 0.009], [-0.295, 0.169, -2.008], [0.926, -1.516, 0.302], [2.259, 0.268, 0.299], [-0.416, 0.521, -0.609], [3.318, -1.564, -0.044], [2.817, -3.304, 0.092], [3.387, -2.728, -1.448], [1.318, 3.281, -0.195], [2.920, 3.389, -0.426], [2.044, 2.190, -1.380], [-3.989, 0.422, -0.738], [-2.778, 1.881, -0.744], [-2.790, 0.395, -1.875], [-3.373, -1.877, 0.186], [-1.858, -2.126, 0.592], [-2.207, -1.873, -1.106], [-2.107, 1.347, 1.651], [-3.170, 0.215, 1.911], [-1.558, -0.330, 2.146], [0.750, -3.025, -0.957], [1.275, -1.550, -1.781], [1.608, 1.855, 1.598], [3.323, 1.776, 1.036], [0.721, 0.013, 1.562], [-1.306, 3.255, 0.248]], "de_lowest_kcal_mol": 132.9, "e_lumo_ev": [-0.8, -0.6], "gap_ev": [6.7, 8.1], "energy_ha": -922.3477, "homo_energy_ev": [-7.5, -8.7]}


Record 5
{"formula": "C9H21O5P", "method": "ωB97M-V/def2-TZVPD", "elements": ["O", "P", "O", "C", "O", "O", "C", "C", "O", "H", "H", "H", "H", "H", "H", "H", "C", "C", "C", "C", "C", "C", "H", "H", "H", "H", "H", "H", "H", "H", "H", "H", "H", "H", "H", "H"], "positions_angstrom": [[-3.794, -2.633, -0.764], [-2.687, -2.929, -1.671], [-2.079, -4.436, -1.592], [-1.033, -4.774, -0.788], [-1.056, -5.680, -0.020], [0.019, -4.002, -1.075], [1.049, -3.964, -0.070], [0.587, -3.182, 1.138], [0.228, -1.849, 0.815], [-1.540, -2.150, -1.510], [-2.978, -2.889, -3.037], [1.875, -3.451, -0.563], [1.362, -4.974, 0.192], [1.372, -3.230, 1.901], [-0.313, -3.632, 1.558], [0.927, -1.457, 0.283], [2.637, 3.205, 1.038], [1.842, 3.154, -0.262], [0.495, 3.871, -0.185], [-0.468, 3.314, 0.867], [-0.775, 1.824, 0.727], [-1.432, 1.463, -0.601], [2.109, 2.707, 1.853], [3.607, 2.719, 0.929], [2.814, 4.239, 1.344], [1.689, 2.110, -0.554], [2.432, 3.606, -1.064], [0.020, 3.840, -1.169], [0.670, 4.930, 0.030], [-1.405, 3.877, 0.810], [-0.066, 3.501, 1.866], [-1.435, 1.525, 1.544], [0.140, 1.241, 0.858], [-2.357, 2.026, -0.745], [-1.682, 0.401, -0.633], [-0.777, 1.680, -1.447]], "de_lowest_kcal_mol": 0.0, "e_lumo_ev": 0.4, "gap_ev": 11.3, "energy_ha": -1073.1078, "smiles": "O=[PH2]OC(=O)OCCO.CCCCCC", "homo_energy_ev": -10.9}


Record 6
{"formula": "C9H21PSi", "method": "ωB97M-V/def2-TZVPD", "elements": ["C", "C", "C", "C", "C", "C", "C", "C", "C", "Si", "P", "H", "H", "H", "H", "H", "H", "H", "H", "H", "H", "H", "H", "H", "H", "H", "H", "H", "H", "H", "H", "H"], "positions_angstrom": [[-0.709, 0.005, 1.415], [3.523, 0.284, 0.805], [3.278, -1.081, 0.111], [2.240, 0.788, 1.430], [2.075, -0.883, -0.782], [-1.763, -1.259, -1.439], [-3.424, -1.071, 1.384], [-2.927, 1.579, -0.015], [0.741, 1.727, -1.053], [-2.158, -0.158, 0.237], [0.939, 0.330, 0.158], [-0.404, -0.819, 1.991], [4.250, 0.115, 1.600], [3.894, 0.995, 0.048], [4.216, -1.502, -0.526], [3.057, -1.812, 0.778], [2.008, 0.213, 2.402], [2.190, 1.844, 1.745], [2.244, -0.526, -1.802], [1.585, -1.862, -0.849], [-2.108, -0.711, -2.288], [-0.740, -1.358, -1.456], [-2.338, -2.193, -1.390], [-3.311, -0.803, 2.429], [-4.516, -0.946, 1.253], [-3.130, -2.124, 1.279], [-2.197, 2.065, -0.758], [-3.850, 1.781, -0.543], [-2.828, 1.970, 0.962], [1.597, 2.326, -1.369], [0.174, 1.424, -1.953], [0.169, 2.456, -0.546]], "multiplicity": 3, "de_lowest_kcal_mol": 0.0, "e_lumo_ev": [0.8, -0.7], "gap_ev": [5.1, 8.4], "energy_ha": -986.1612, "homo_energy_ev": [-4.3, -9.1]}